{
  "formula": "C40H44F9N5O5PS2Y",
  "method": "wB97M-V/def2-TZVPD",
  "elements": ["Y", "C", "O", "C", "C", "O", "C", "C", "O", "C", "H", "H", "H", "H", "H", "H", "H", "H", "H", "H", "H", "H", "H", "H", "S", "C", "N", "C", "C", "C", "C", "C", "C", "S", "H", "H", "H", "H", "N", "C", "C", "C", "C", "N", "C", "N", "N", "C", "O", "O", "H", "H", "H", "H", "H", "H", "H", "H", "H", "H", "H", "H", "H", "H", "F", "C", "F", "F", "C", "C", "C", "C", "C", "C", "P", "C", "C", "C", "C", "C", "C", "C", "F", "F", "F", "C", "C", "C", "C", "C", "C", "C", "F", "F", "F", "H", "H", "H", "H", "H", "H", "H", "H", "H", "H", "H", "H"],
  "xyz": [[0.0268, -0.0205, -0.3404], [-0.7176, -3.5582, 0.3748], [-0.9740, -2.1901, 0.7191], [-2.1212, -2.0403, 1.5587], [-2.0993, -0.6432, 2.1034], [-2.0492, 0.3113, 1.0320], [-3.3018, 0.7129, 0.4529], [-3.4115, 0.2240, -0.9665], [-2.1960, 0.5399, -1.6368], [-2.3225, 0.5273, -3.0672], [-0.4515, -4.1190, 1.2717], [0.1034, -3.5684, -0.3376], [-1.5933, -4.0092, -0.0896], [-2.0851, -2.7548, 2.3847], [-3.0266, -2.2366, 0.9744], [-1.1915, -0.4782, 2.6828], [-2.9631, -0.4627, 2.7431], [-3.3326, 1.8007, 0.4863], [-4.1300, 0.3201, 1.0439], [-4.2495, 0.7411, -1.4442], [-3.5994, -0.8529, -1.0273], [-3.0995, 1.2313, -3.3690], [-2.5718, -0.4710, -3.4252], [-1.3668, 0.8420, -3.4799], [2.0544, 0.2948, -2.1579], [1.0793, -0.9419, -2.8605], [-0.0205, -1.3615, -2.2601], [-0.6919, -2.3261, -3.0146], [-1.8884, -2.9507, -2.6729], [-2.4311, -3.8783, -3.5437], [-1.7946, -4.1885, -4.7502], [-0.6067, -3.5716, -5.1010], [-0.0665, -2.6399, -4.2195], [1.3866, -1.6903, -4.3848], [-2.3819, -2.7049, -1.7395], [-3.3623, -4.3701, -3.2918], [-2.2371, -4.9160, -5.4179], [-0.1129, -3.8078, -6.0349], [1.9830, -1.5843, 0.4506], [2.9862, -0.7098, 1.1070], [3.9198, -1.5307, 1.9985], [5.0402, -0.8417, 2.7783], [5.8975, 0.1679, 2.0358], [5.1714, 1.4423, 2.0153], [5.5663, 2.5395, 1.4046], [4.7616, 3.6138, 1.3791], [6.7549, 2.5868, 0.7980], [2.2443, 0.4159, 1.8201], [2.8049, 1.1320, 2.6373], [1.0121, 0.5527, 1.4479], [1.6294, -2.2212, 1.1607], [2.4332, -2.1586, -0.2555], [3.5446, -0.2158, 0.3063], [4.3514, -2.3028, 1.3545], [3.3080, -2.0586, 2.7378], [5.6998, -1.6269, 3.1485], [4.6350, -0.3475, 3.6627], [6.1343, -0.1621, 1.0182], [6.8360, 0.2920, 2.5792], [4.2170, 1.4143, 2.3970], [3.8914, 3.5968, 1.8903], [5.1096, 4.5115, 1.0896], [7.4034, 1.8240, 0.8865], [7.1078, 3.4484, 0.4181], [-4.2352, 7.7424, -2.7412], [-4.5436, 7.0578, -1.6309], [-4.6785, 7.9422, -0.6365], [-5.7323, 6.4759, -1.8318], [-3.4728, 6.0419, -1.3140], [-3.6219, 4.7202, -1.6933], [-2.6070, 3.8097, -1.4184], [-1.4420, 4.2098, -0.7728], [-1.3060, 5.5507, -0.4074], [-2.3127, 6.4603, -0.6760], [-0.0721, 3.0220, -0.4520], [0.5326, 3.6530, 1.1664], [-0.0888, 3.1610, 2.3112], [0.2570, 3.6309, 3.5661], [1.2372, 4.6041, 3.6881], [1.8495, 5.1247, 2.5611], [1.4954, 4.6522, 1.3040], [1.6650, 5.0682, 5.0567], [2.5972, 4.2406, 5.5626], [0.6415, 5.0897, 5.9154], [2.1995, 6.2946, 5.0169], [1.2109, 3.5578, -1.6366], [2.5401, 3.2106, -1.3982], [3.5188, 3.4669, -2.3393], [3.1743, 4.0602, -3.5434], [1.8571, 4.4023, -3.8008], [0.8761, 4.1508, -2.8480], [4.2378, 4.3479, -4.5717], [3.7817, 4.1668, -5.8147], [4.6700, 5.6138, -4.4798], [5.3071, 3.5504, -4.4055], [-4.5273, 4.4023, -2.1930], [-2.7163, 2.7818, -1.7234], [-0.4142, 5.8958, 0.1001], [-2.2016, 7.4967, -0.3823], [-0.8457, 2.3897, 2.2224], [-0.2257, 3.2406, 4.4522], [2.5791, 5.9186, 2.6639], [1.9595, 5.0857, 0.4299], [2.8110, 2.7213, -0.4689], [4.5469, 3.1831, -2.1550], [1.5932, 4.8697, -4.7405], [-0.1495, 4.4318, -3.0573]],
  "atomic_forces_ev_per_a": [[-1.0, -0.6, -0.3], [0.1, 0.0, 0.0], [0.0, 0.3, -0.1], [0.0, -0.2, -0.1], [0.0, 0.1, 0.0], [0.3, -0.1, -0.1], [0.0, 0.0, 0.1], [-0.1, 0.0, -0.1], [0.3, -0.1, 0.2], [0.0, 0.0, 0.0], [0.0, 0.0, 0.0], [0.0, 0.0, 0.0], [0.0, 0.0, 0.0], [0.0, 0.0, 0.0], [0.0, 0.0, 0.0], [0.0, 0.0, 0.0], [0.0, 0.1, 0.0], [0.0, 0.1, 0.0], [0.0, 0.0, 0.0], [0.0, 0.0, 0.0], [0.0, 0.0, 0.0], [0.0, 0.0, 0.0], [0.0, 0.0, 0.0], [0.0, 0.0, 0.0], [-0.1, 0.0, -0.3], [-0.1, -0.1, 0.1], [0.0, -0.6, -0.2], [0.1, 0.1, 0.2], [-0.1, 0.0, 0.0], [0.0, 0.0, 0.0], [0.0, 0.0, 0.0], [0.0, 0.0, 0.0], [0.1, 0.0, -0.1], [0.1, 0.0, -0.1], [0.0, 0.0, -0.1], [0.0, 0.0, 0.0], [0.0, 0.0, 0.0], [0.0, 0.0, 0.0], [-0.1, 0.3, 0.0], [0.0, -0.2, 0.0], [0.0, -0.1, 0.0], [0.1, -0.2, 0.2], [-0.1, 0.4, 0.0], [1.2, 0.3, -0.7], [0.2, -0.3, 0.3], [0.0, -0.1, 0.0], [0.1, 0.2, -0.1], [-0.9, -0.3, -0.4], [-1.1, 0.2, 0.4], [0.7, 0.3, 0.9], [-0.1, -0.1, 0.0], [0.1, 0.1, 0.0], [0.1, 0.0, -0.1], [0.1, 0.0, 0.0], [0.0, 0.0, -0.1], [0.0, 0.0, 0.0], [0.0, 0.0, 0.0], [0.0, 0.0, 0.0], [0.1, 0.0, 0.0], [-0.1, -0.1, 0.2], [0.0, 0.0, 0.0], [0.0, 0.0, 0.0], [0.0, 0.0, 0.0], [0.0, 0.0, 0.0], [0.0, 0.0, 0.0], [0.0, 0.0, 0.0], [0.0, 0.0, 0.0], [0.0, 0.0, 0.0], [0.0, 0.0, 0.0], [0.0, -0.1, 0.0], [0.0, 0.0, 0.0], [0.1, 0.0, 0.0], [0.0, 0.0, 0.0], [0.0, 0.0, 0.0], [0.1, 0.6, 0.2], [0.0, 0.1, -0.1], [0.0, -0.1, 0.0], [0.0, 0.0, 0.0], [-0.1, -0.1, 0.0], [0.0, 0.0, -0.1], [0.0, -0.1, 0.0], [-0.1, 0.0, 0.0], [0.1, 0.0, 0.0], [0.0, 0.0, 0.0], [0.0, 0.0, 0.0], [0.0, -0.1, 0.0], [0.0, 0.1, 0.1], [0.1, 0.0, 0.1], [-0.1, 0.0, -0.1], [-0.1, 0.0, 0.0], [0.0, 0.1, 0.0], [0.0, 0.0, 0.0], [0.0, 0.0, 0.0], [0.0, 0.1, 0.0], [0.0, 0.0, 0.0], [0.0, 0.0, 0.0], [0.0, -0.1, 0.0], [0.0, 0.0, 0.0], [0.0, 0.0, 0.0], [0.0, 0.0, 0.0], [0.0, 0.0, 0.0], [0.0, 0.0, 0.0], [0.1, 0.0, -0.1], [0.0, 0.0, 0.0], [0.0, 0.0, 0.0], [0.0, 0.0, 0.0], [0.0, 0.0, 0.0]],
  "mulliken_charge": [-0.4346, -1.2809, 0.4120, -0.6359, -0.9958, 0.3559, -0.8852, -0.8437, 0.7973, -1.3262, 0.3376, 0.3527, 0.4222, 0.5873, 0.3648, 0.1549, 0.5711, 0.3609, 0.5364, 0.4885, 0.3719, 0.5549, 0.2840, 0.2161, -0.2938, 0.1068, 0.8612, -1.3982, 0.5786, -1.1706, -0.6450, -0.5311, 0.8962, -0.2708, 0.2968, 0.4621, 0.4173, 0.4357, -0.2044, -0.1128, -0.7797, -1.3447, -0.8781, -0.0385, 0.7490, -0.1653, -0.3853, 0.4201, -0.8746, 0.2386, 0.2417, 0.3635, 0.2404, 0.4357, 0.3584, 0.5354, 0.3428, 0.4737, 0.6747, 0.1802, -0.0826, 0.2496, 0.2066, 0.2149, -0.2423, 0.8101, -0.2573, -0.2665, 0.1592, -1.1108, 0.0414, -0.1867, -0.5424, -1.0951, 3.3623, 0.2698, -0.6086, -0.9007, 0.3207, -1.2511, -0.1204, 0.7053, -0.2542, -0.2628, -0.2757, 0.1447, -0.5864, -0.4847, -0.2622, -1.1189, -1.1988, 0.7719, -0.2571, -0.2469, -0.2670, 0.5075, 0.3821, 0.3733, 0.4946, 0.1115, 0.5138, 0.4837, 0.5931, 0.5787, 0.5758, 0.4856, 0.5406],
  "e_tot_ha": -4275.344754,
  "homo_lumo_gap_ev": 8.6,
  "charge": 2,
  "molar_mass_g_mol": 1029.82,
  "e_above_lowest_kj_mol": 45.6
}